Computed, not measured: one molecule with the formula C6H10ClFN2O, with the ωB97M-V functional and the def2-TZVPD basis.

As for the SMILES: NC(=O)[C@@](F)(Cl)N1CCCC1. The value obtained for the relative energy (zero: lowest compared OMol25 entry of this formula, charge and spin) is 0.000 eV.

CARTESIAN COORDINATES (ANGSTROEM)
1 C 2.017 -1.018 0.931
2 C -1.808 1.310 0.449
3 C -2.201 0.464 -0.778
4 C -0.564 0.518 0.991
5 C -0.757 0.210 -1.418
6 C 0.974 -1.113 -0.205
7 N 0.199 0.297 -0.264
8 N 3.066 -0.230 0.604
9 O 1.766 -1.601 1.955
10 F 1.625 -1.316 -1.361
11 Cl -0.113 -2.573 -0.045
12 H -1.442 2.395 0.013
13 H -2.566 1.281 1.236
14 H -2.604 -0.471 -0.389
15 H -2.824 1.022 -1.621
16 H 0.091 1.222 1.632
17 H -0.696 -0.410 1.476
18 H -0.827 -0.648 -2.091
19 H -0.464 1.174 -2.108
20 H 3.327 -0.079 -0.318
21 H 3.802 -0.433 1.312